1.
Molecular formula: C29H59ClNO3
Method: DFT, ωB97M-V/def2-TZVPD

Computed properties:
Net charge   +1
Kohn-Sham gap   8.15 eV
F_max   0.0111 hartree/bohr
Electronic energy   -51176.717 eV
HOMO   -11.1 eV
Lowest unoccupied orbital energy   -3.0 eV

XYZ file:
```
93
Properties=species:S:1:pos:R:3:forces:R:3
C 5.44951 -3.32109 0.18797 -0.048 0.002 0.019
C 6.29207 -2.60375 -0.86563 -0.006 0.019 0.070
C 5.45180 -1.98011 -1.97617 -0.016 -0.143 -0.045
C 4.46090 -0.93998 -1.45622 -0.044 -0.074 -0.005
C 3.95891 0.05229 -2.51472 -0.079 -0.086 -0.005
C 2.59659 -0.28366 -3.16429 -0.009 -0.089 0.000
C 1.53385 0.81152 -2.98983 -0.005 0.023 0.013
C 0.69345 0.77025 -1.69780 0.099 0.102 0.023
C 1.35475 0.15080 -0.47009 0.042 0.000 0.030
C 0.51979 0.34200 0.78862 -0.173 -0.038 0.105
C 1.07157 -0.44738 1.97208 -0.011 -0.026 0.001
C 0.33785 -0.30475 3.32418 -0.123 -0.096 -0.093
C -0.34868 1.03881 3.62251 0.105 0.170 -0.101
C -1.82158 1.14086 3.17165 -0.017 -0.225 -0.068
C -2.14739 2.36074 2.31265 0.070 0.052 -0.012
C -3.60877 2.45756 1.84406 -0.015 -0.116 0.207
C -3.88538 1.75648 0.50859 0.086 -0.238 -0.081
C -4.26766 0.27238 0.69019 -0.044 0.014 0.013
C -3.81490 -0.73920 -0.41088 -0.010 -0.007 0.044
O -2.98225 -0.15939 -1.39237 0.079 0.025 -0.082
C -3.60906 0.19519 -2.60436 -0.108 0.043 -0.078
C -5.07204 0.56604 -2.44049 0.069 -0.002 -0.089
N -5.84375 -0.57662 -1.82604 -0.018 -0.082 0.248
O -6.46063 -1.32542 -2.84023 -0.526 0.051 -0.209
C -4.95475 -1.53183 -1.06487 0.031 0.062 0.159
C -5.67512 -2.36858 0.01297 0.037 0.289 -0.025
Cl -7.45364 -2.47279 -0.24083 -0.006 0.054 -0.086
C -5.02368 -3.74680 0.17150 0.029 -0.083 -0.072
C -4.35487 -3.93000 1.53047 0.039 -0.070 0.114
H 4.65983 -3.91277 -0.28624 0.059 -0.008 0.024
H 6.05197 -3.99865 0.79384 0.014 0.034 0.008
H 4.96805 -2.61478 0.86823 -0.033 -0.014 -0.055
H 6.87815 -1.80974 -0.38829 0.027 -0.079 0.004
H 7.01159 -3.30417 -1.29645 -0.032 0.014 -0.038
H 6.11373 -1.51995 -2.71564 0.010 0.007 0.025
H 4.91369 -2.78580 -2.49249 0.023 0.101 -0.077
H 4.93003 -0.38864 -0.63573 0.006 0.034 -0.056
H 3.60368 -1.46093 -1.01876 0.086 0.088 0.092
H 3.89395 1.04381 -2.05970 0.008 -0.034 -0.011
H 4.71211 0.11895 -3.30586 0.002 0.112 0.078
H 2.73423 -0.43942 -4.23612 0.030 -0.021 0.009
H 2.22525 -1.23901 -2.77323 -0.004 0.067 -0.043
H 2.04063 1.78032 -3.05415 -0.007 -0.052 -0.033
H 0.84866 0.77400 -3.84293 0.011 0.063 0.042
H 0.40211 1.79862 -1.44510 -0.051 -0.073 -0.030
H -0.23951 0.23255 -1.88419 -0.081 -0.081 -0.016
H 1.52113 -0.91991 -0.63465 -0.056 0.065 -0.005
H 2.33607 0.59299 -0.28675 0.023 -0.022 -0.071
H 0.50642 1.40806 1.03172 -0.051 0.026 -0.023
H -0.52483 0.05048 0.59206 0.042 0.027 0.013
H 1.06446 -1.50499 1.68644 0.108 0.007 0.096
H 2.12672 -0.18167 2.09643 -0.057 0.085 -0.014
H -0.41312 -1.10056 3.40548 -0.004 0.082 0.029
H 1.05618 -0.50495 4.12123 0.023 -0.057 -0.042
H -0.29214 1.21118 4.69835 -0.047 0.052 -0.013
H 0.21895 1.85539 3.16205 0.028 -0.057 0.063
H -2.47533 1.15293 4.04941 -0.007 -0.053 -0.027
H -2.07372 0.22859 2.61780 0.031 0.035 0.020
H -1.50148 2.34599 1.43145 0.059 0.098 -0.019
H -1.87964 3.26282 2.87161 -0.061 -0.055 0.001
H -4.26411 2.02401 2.61075 -0.002 0.149 -0.003
H -3.89658 3.50544 1.75875 0.050 0.022 -0.046
H -2.99720 1.82493 -0.12377 -0.062 0.050 -0.006
H -4.69550 2.28342 -0.00382 0.045 0.006 -0.023
H -5.35070 0.20973 0.85421 0.007 0.021 -0.013
H -3.82703 -0.07057 1.62607 -0.062 -0.009 -0.020
H -3.20139 -1.50441 0.07089 0.048 0.044 -0.003
H -3.08372 1.06420 -3.00401 -0.019 -0.041 -0.009
H -3.51797 -0.61379 -3.33883 0.010 0.008 0.037
H -5.22824 1.43636 -1.81144 0.102 0.020 0.120
H -5.52252 0.73229 -3.41581 -0.043 0.075 0.031
H -6.55450 -0.23273 -1.17126 -0.083 -0.034 -0.113
H -7.41097 -1.08011 -2.86085 0.509 -0.163 0.090
H -4.56311 -2.17585 -1.85126 0.012 -0.006 0.012
H -5.60714 -1.82669 0.95361 0.022 -0.060 -0.012
H -5.78621 -4.51060 0.02236 0.004 0.031 0.005
H -4.28976 -3.88570 -0.62787 -0.046 -0.090 0.046
H -4.18441 -4.98720 1.73072 0.027 0.029 -0.017
H -4.97795 -3.53840 2.33758 -0.017 -0.069 -0.036
H -3.38414 -3.43380 1.58343 -0.039 0.070 -0.010
C 5.97996 3.11052 1.21004 -0.013 0.003 0.017
C 4.84269 4.09613 0.94351 0.011 -0.007 -0.015
C 3.92174 3.26483 0.06014 -0.014 0.022 0.017
O 4.08431 1.90917 0.48201 -0.011 -0.030 0.039
C 5.22020 1.79793 1.34547 0.032 0.024 -0.025
H 6.56365 3.34776 2.09789 -0.003 0.011 -0.001
H 6.65704 3.07170 0.35476 -0.005 -0.003 -0.006
H 4.34127 4.35781 1.87728 -0.003 -0.005 0.004
H 5.16630 5.01618 0.45946 0.011 -0.004 0.004
H 4.20152 3.35003 -0.99595 0.009 -0.002 0.004
H 2.86826 3.53467 0.16007 0.004 0.003 -0.008
H 4.87679 1.63977 2.37308 -0.007 0.012 0.005
H 5.80463 0.92870 1.04031 -0.001 -0.002 0.007
```
Forces are in eV/Å.



2.
Molecular formula: C2H2Li3O2
Method: DFT, ωB97M-V/def2-TZVPD

Computed properties:
Net charge   0
Kohn-Sham gap (spin up / spin down)   2.76 / 5.64 eV
F_max   0.0489 hartree/bohr
ΔE to the lowest compared entry with this formula, charge and spin   25.4 kcal per mole
Electronic energy   -6814.655 eV
HOMO (spin up / spin down)   -3.6 / -6.2 eV
Spin multiplicity   2
Lowest unoccupied orbital energy (spin up / spin down)   -0.8 / -0.5 eV

XYZ file:
```
9
Properties=species:S:1:pos:R:3:forces:R:3
O 1.38354 0.91329 0.33428 0.402 0.721 0.947
C 0.24965 0.77248 -0.36337 -0.415 -1.652 -0.893
C -0.89814 0.23263 0.14630 1.936 -0.563 1.499
Li 2.43879 1.08706 1.68280 -0.321 -0.122 -0.492
Li 0.95121 -1.28623 0.43126 -0.184 0.957 -0.056
H 0.38687 0.66180 -1.45621 -0.043 0.253 0.217
H -1.00381 0.31508 1.24752 -0.196 0.224 -0.304
Li -1.97356 -1.88665 -1.64403 0.172 0.528 0.663
O -1.53455 -0.80944 -0.37856 -1.351 -0.347 -1.582
```
Forces are in eV/Å.



3.
Molecular formula: C40H37NOP2SiSr
Method: DFT, ωB97M-V/def2-TZVPD

Computed properties:
Net charge   0
Kohn-Sham gap   6.45 eV
F_max   0.0300 hartree/bohr
ΔE to the lowest compared entry with this formula, charge and spin   0.1 kcal per mole
Electronic energy   -72909.766 eV
HOMO   -6.1 eV
Lowest unoccupied orbital energy   0.3 eV

XYZ file:
```
83
Properties=species:S:1:pos:R:3:forces:R:3
Sr -0.75757 2.27905 -0.54775 -0.039 0.160 -0.013
C -0.00611 2.57269 3.49401 0.022 -0.019 0.105
Si -0.16888 1.22892 2.12612 0.088 -0.154 1.153
C 1.35932 0.14668 2.61671 0.143 0.029 -0.046
C 1.33097 -0.66139 3.76002 0.032 0.049 -0.083
C 2.47535 -1.27490 4.26036 -0.059 0.034 -0.060
C 3.69393 -1.07563 3.62889 -0.010 0.019 -0.017
C 3.75303 -0.30100 2.47691 -0.091 -0.056 -0.060
C 2.59915 0.28380 1.95172 -0.046 -0.045 0.086
P 2.61135 1.19442 0.34807 -0.005 -0.160 -0.103
C 1.99164 -0.12202 -0.79240 0.013 0.090 0.007
C 1.59589 0.27249 -2.07074 0.018 -0.048 0.051
C 1.13666 -0.65796 -2.99704 0.006 -0.003 0.060
C 1.08188 -2.00206 -2.65637 0.012 0.031 0.053
C 1.46743 -2.40633 -1.38261 -0.023 0.071 0.006
C 1.90439 -1.47148 -0.45457 0.010 -0.085 0.025
C 4.39238 1.21794 -0.14931 -0.035 0.080 0.073
C 5.11291 0.09703 -0.56782 -0.029 0.011 -0.040
C 6.44435 0.20877 -0.93981 -0.006 0.074 0.006
C 7.08065 1.44626 -0.90366 -0.038 -0.064 -0.009
C 6.37865 2.56934 -0.49599 -0.119 -0.034 0.038
C 5.04160 2.45148 -0.12518 0.043 0.025 0.036
C -1.69790 0.21931 2.74526 -0.162 -0.178 -0.023
C -2.30602 0.43215 3.99642 0.061 -0.037 -0.201
C -3.48263 -0.20985 4.35978 0.028 -0.029 -0.074
C -4.09560 -1.09929 3.48213 0.041 0.043 0.033
C -3.52139 -1.33495 2.24344 0.056 -0.012 -0.058
C -2.34393 -0.68165 1.87104 0.064 -0.001 0.119
P -1.55705 -1.00402 0.23731 -0.039 0.047 0.150
C -2.78010 -0.34849 -0.96537 0.016 0.022 -0.007
C -2.67008 -0.69036 -2.32192 -0.001 0.024 0.027
C -3.48644 -0.09720 -3.27048 0.019 0.047 0.054
C -4.38276 0.90277 -2.90051 0.029 -0.034 -0.004
C -4.46918 1.28793 -1.57293 0.042 -0.075 0.028
C -3.68790 0.65270 -0.60759 0.000 0.013 -0.054
C -1.68942 -2.82848 0.11780 -0.037 0.079 0.076
C -0.86048 -3.53696 0.99377 0.022 -0.037 -0.024
C -0.84777 -4.92226 0.98801 -0.032 0.015 -0.053
C -1.65320 -5.62412 0.09427 0.011 0.062 0.023
C -2.47850 -4.92901 -0.77623 0.026 0.071 0.033
C -2.50057 -3.53585 -0.76077 -0.060 -0.097 -0.026
H 0.17998 2.15713 4.49344 -0.013 0.048 -0.097
H -0.90277 3.20354 3.54980 0.098 -0.067 -0.029
H 0.83896 3.22819 3.25369 -0.054 -0.048 0.036
H 0.38775 -0.79945 4.28242 0.038 0.017 -0.021
H 2.41925 -1.89271 5.15013 -0.016 0.031 -0.033
H 4.59750 -1.52837 4.02242 -0.047 0.029 -0.025
H 4.70510 -0.17329 1.97827 -0.002 0.022 0.009
H 1.64464 1.32040 -2.35214 0.047 -0.047 -0.021
H 0.81983 -0.32884 -3.97978 0.017 0.013 0.048
H 0.73081 -2.73310 -3.37524 0.008 0.007 0.017
H 1.40307 -3.45038 -1.10242 -0.002 -0.001 -0.007
H 2.16560 -1.79149 0.54865 0.023 0.004 -0.051
H 4.62948 -0.87164 -0.61134 -0.030 0.002 0.009
H 6.98806 -0.67125 -1.26209 -0.017 0.025 0.005
H 8.11847 1.53202 -1.20163 -0.019 -0.009 0.014
H 6.86493 3.53759 -0.47030 -0.033 -0.042 0.003
H 4.49140 3.33301 0.18714 0.015 -0.024 -0.013
H -1.84794 1.12272 4.69768 -0.027 -0.048 -0.047
H -3.92524 -0.02174 5.33217 0.028 0.000 -0.038
H -5.01129 -1.60585 3.76476 0.037 0.020 -0.018
H -3.98878 -2.03721 1.55920 0.021 0.027 0.017
H -1.93418 -1.42602 -2.63132 -0.028 0.049 0.024
H -3.41351 -0.40517 -4.30869 -0.006 0.016 0.052
H -5.00606 1.38099 -3.64570 0.012 -0.011 0.004
H -5.15711 2.07004 -1.27591 0.028 -0.019 -0.003
H -3.80021 0.92648 0.43553 0.006 -0.001 0.031
H -0.22311 -2.99391 1.68829 -0.040 -0.019 -0.049
H -0.20438 -5.45615 1.67704 -0.021 0.007 -0.017
H -1.63959 -6.70672 0.08252 0.006 0.015 0.007
H -3.11879 -5.46749 -1.46576 0.032 0.025 0.028
H -3.16717 -3.01008 -1.43443 0.028 -0.040 0.052
N -1.73456 2.62333 -4.76094 -0.021 0.062 -0.066
C -1.24637 2.94499 -3.55858 0.235 -0.333 0.440
O -0.72876 2.04934 -2.84764 -0.247 0.409 -1.465
C -1.34521 4.37371 -3.09185 -0.163 -0.063 0.323
C -1.84919 4.43980 -1.62402 0.100 0.030 -0.237
H -1.71765 1.66171 -5.05502 0.012 -0.010 -0.009
H -2.17458 3.31744 -5.33631 -0.024 -0.002 -0.017
H -1.93819 4.94134 -3.82049 -0.006 0.033 -0.088
H -0.32467 4.76985 -3.14727 0.002 -0.013 -0.011
H -2.94572 4.34414 -1.63815 0.037 -0.015 -0.011
H -1.64787 5.44464 -1.23913 0.013 -0.014 -0.037
```
Forces are in eV/Å.